Density functional theory data (the ωB97M-V functional and the def2-TZVPD basis) for a structure of composition C39H43BrN5Pd.

Computed properties:
Relative energy (zero: lowest compared OMol25 entry of this formula, charge and spin) ... 36.7 kJ/mol
Multiplicity ... 5
HOMO level (spin up / spin down) ... -9.76 / -10.39 eV
Net charge ... +1
Expectation value of S² ... 6.06
F_max ... 0.0184 Eh/bohr
Lowest unoccupied orbital energy (spin up / spin down) ... -0.08000 / -0.13607 Eh
Frontier orbital gap (spin up / spin down) ... 7.582 / 6.685 eV

Last column: Mulliken charge in e.
CARTESIAN COORDINATES (ANGSTROEM)
Pd1 -1.2097 0.8319 -0.4629  -0.408
C1 0.5059 -0.2042 4.7036  -1.264
C2 1.8300 -0.8847 4.4944  1.555
C3 2.8287 -0.8096 5.4598  -0.773
C4 4.0455 -1.4536 5.2958  -0.648
C5 4.2905 -2.1941 4.1494  -0.724
C6 3.3193 -2.2632 3.1644  -0.365
C7 2.1033 -1.6151 3.3353  -0.967
N1 1.1283 -1.7068 2.2959  0.594
C8 0.6916 -0.6367 1.5636  -1.219
N2 1.4550 0.4761 1.6787  0.459
C9 1.2481 1.8072 1.2408  0.631
C10 0.1934 2.2033 0.4373  -0.221
C11 0.0575 3.5488 0.1155  0.290
C12 0.9743 4.4855 0.5673  -1.136
C13 2.0399 4.0716 1.3522  -0.940
C14 2.1948 2.7417 1.7059  1.402
C15 3.3467 2.3164 2.5779  -1.539
N3 -0.3901 -0.6957 0.8424  2.334
C16 -1.0327 -1.9551 0.6869  -1.933
C17 -2.2659 -2.1564 1.2966  -0.565
C18 -2.9454 -3.3511 1.1305  -0.894
C19 -2.3910 -4.3537 0.3489  -0.821
C20 -1.1641 -4.1499 -0.2641  -0.763
C21 -0.4656 -2.9553 -0.1205  2.183
C22 0.8474 -2.7502 -0.8265  -1.126
H1 0.3471 -0.0034 5.7610  0.566
H2 -0.3137 -0.8291 4.3464  0.199
H3 0.4543 0.7488 4.1700  0.198
H4 2.6378 -0.2464 6.3637  0.441
H5 4.7985 -1.3811 6.0659  0.420
H6 5.2311 -2.7080 4.0187  0.429
H7 3.4944 -2.8144 2.2510  0.505
H8 0.6085 -2.5656 2.1902  0.286
H9 2.2714 0.3460 2.2589  -0.105
H10 -0.7651 3.8797 -0.5096  0.336
H11 0.8644 5.5286 0.3050  0.436
H12 2.7655 4.7918 1.7031  0.410
H13 3.9963 3.1631 2.7908  0.410
H14 3.9629 1.5501 2.0998  0.392
H15 3.0098 1.9174 3.5384  0.274
H16 -2.6867 -1.3602 1.9008  0.309
H17 -3.8990 -3.5005 1.6155  0.469
H18 -2.9135 -5.2880 0.2112  0.418
H19 -0.7410 -4.9279 -0.8859  0.483
H20 0.9864 -3.5008 -1.6030  0.480
H21 1.6933 -2.8294 -0.1434  0.256
H22 0.8955 -1.7612 -1.2865  0.105
Br1 -3.3266 2.6103 -1.1205  -0.135
C23 -3.4329 2.4588 0.7703  0.328
C24 -4.2989 3.2439 1.5059  -0.740
C25 -4.2663 3.0711 2.8821  -0.310
C26 -3.3898 2.1490 3.4402  -1.061
C27 -2.5683 1.4195 2.6009  -0.174
N4 -2.5960 1.5725 1.2756  0.283
H23 -4.9527 3.9547 1.0287  0.484
H24 -4.9206 3.6577 3.5123  0.410
H25 -3.3381 2.0004 4.5077  0.471
H26 -1.8563 0.6936 2.9768  0.355
C28 -1.7915 -2.8622 -3.6204  -1.387
C29 -2.5053 -1.5112 -3.7054  0.769
C30 -3.0653 -1.1118 -2.3477  -0.902
C31 -1.5883 -0.5239 -4.3857  0.017
C32 -1.6558 -0.4136 -5.7561  -1.004
C33 -0.7262 0.3273 -6.4825  -0.983
C34 0.3290 0.9452 -5.8277  -0.754
C35 0.4672 0.8954 -4.4545  -0.128
C36 1.6915 1.5457 -3.8409  0.706
C37 1.6315 1.8394 -2.3486  -1.503
C38 2.9256 0.6869 -4.1554  -1.412
C39 -0.5487 0.2074 -3.7062  0.804
N5 -0.5394 0.2839 -2.3996  0.249
H27 -2.4499 -3.6102 -3.1808  0.415
H28 -0.9069 -2.7818 -2.9899  0.169
H29 -1.4769 -3.2096 -4.6037  0.461
H30 -3.3568 -1.6246 -4.3835  0.640
H31 -2.2894 -1.1174 -1.5607  -0.382
H32 -3.8138 -1.8441 -2.0421  0.526
H33 -3.5461 -0.1355 -2.3718  0.166
H34 -2.4424 -0.9421 -6.2789  0.448
H35 -0.8130 0.4000 -7.5553  0.414
H36 1.0637 1.4936 -6.4013  0.518
H37 1.7998 2.5053 -4.3581  0.547
H38 1.5624 0.9277 -1.7525  -0.100
H39 0.7926 2.4848 -2.0782  0.275
H40 2.5466 2.3529 -2.0531  0.524
H41 2.8362 -0.2890 -3.6758  0.266
H42 3.8227 1.1706 -3.7712  0.434
H43 3.0592 0.5226 -5.2229  0.441

Density functional theory data (the ωB97M-V functional and the def2-TZVPD basis) for a structure of composition C39H43CdN6O2P2S.

Computed properties:
Relative energy (zero: lowest compared OMol25 entry of this formula, charge and spin) ... 36.1 kJ/mol
HOMO level ... -9.85 eV
Net charge ... +1
F_max ... 0.0111 Eh/bohr
Lowest unoccupied orbital energy ... -0.08122 Eh
Frontier orbital gap ... 7.644 eV

Last column: Mulliken charge in e.
CARTESIAN COORDINATES (ANGSTROEM)
Cd1 -0.7081 -0.4475 -1.5860  2.624
C1 1.2168 -1.8931 0.9092  -1.787
N1 2.4318 -1.1137 0.9348  0.601
C2 2.7088 -0.2178 -0.1701  -2.217
P1 1.9447 -0.6331 -1.8011  0.191
C3 2.6642 0.7227 -2.7782  0.809
C4 1.8080 1.6870 -3.3043  -0.314
C5 2.3139 2.7772 -4.0000  -0.628
C6 3.6824 2.9062 -4.1771  -0.521
C7 4.5447 1.9442 -3.6641  -0.779
C8 4.0398 0.8597 -2.9668  -0.385
C9 2.7205 -2.1827 -2.3089  1.012
C10 4.0079 -2.5534 -1.9184  -0.702
C11 4.5380 -3.7610 -2.3430  -0.816
C12 3.7869 -4.6093 -3.1477  -0.520
C13 2.5018 -4.2540 -3.5271  -0.681
C14 1.9676 -3.0449 -3.1063  -0.465
C15 3.0593 -0.8250 2.1616  1.351
C16 4.0015 0.2068 2.2487  -0.405
C17 4.6517 0.4793 3.4450  -0.883
C18 4.3874 -0.2570 4.5877  -0.608
C19 3.4518 -1.2780 4.5107  -0.800
C20 2.7925 -1.5586 3.3261  -0.585
P2 -0.3358 -0.8533 0.9778  1.012
C21 -1.5940 -1.9502 1.6860  0.713
C22 -2.6573 -1.4166 2.4194  -0.514
C23 -3.7041 -2.2294 2.8265  -0.887
C24 -3.7073 -3.5785 2.4930  -0.602
C25 -2.6555 -4.1149 1.7656  -0.865
C26 -1.6017 -3.3065 1.3627  -0.802
C27 -0.0140 0.4472 2.1924  1.085
C28 0.0311 0.2166 3.5670  -0.170
C29 0.3649 1.2458 4.4317  -0.815
C30 0.6578 2.5094 3.9314  -0.604
C31 0.6009 2.7514 2.5666  -1.245
C32 0.2562 1.7234 1.6980  -0.220
H1 1.1985 -2.6147 1.7160  0.455
H2 1.1574 -2.4726 -0.0180  0.400
H3 3.7854 -0.1801 -0.3488  1.131
H4 2.3988 0.8166 0.0366  0.585
H5 0.7373 1.6030 -3.1603  -0.044
H6 1.6376 3.5200 -4.4020  0.454
H7 4.0803 3.7551 -4.7178  0.389
H8 5.6124 2.0379 -3.8131  0.432
H9 4.7225 0.1035 -2.5974  0.318
H10 4.6000 -1.9205 -1.2684  0.265
H11 5.5366 -4.0435 -2.0361  0.432
H12 4.2042 -5.5548 -3.4685  0.401
H13 1.9049 -4.9195 -4.1361  0.446
H14 0.9555 -2.7802 -3.3834  0.287
H15 4.2358 0.8229 1.3926  0.464
H16 5.3749 1.2847 3.4721  0.396
H17 4.8982 -0.0422 5.5163  0.421
H18 3.2247 -1.8724 5.3872  0.409
H19 2.0764 -2.3655 3.3319  0.381
H20 -2.6450 -0.3695 2.7003  0.508
H21 -4.5140 -1.8151 3.4142  0.441
H22 -4.5279 -4.2122 2.8027  0.402
H23 -2.6543 -5.1629 1.4965  0.462
H24 -0.8010 -3.7404 0.7775  0.475
H25 -0.1798 -0.7722 3.9567  0.507
H26 0.4131 1.0609 5.4969  0.469
H27 0.9305 3.3073 4.6105  0.446
H28 0.8293 3.7358 2.1783  0.530
H29 0.1910 1.9118 0.6301  0.292
N2 -2.9695 -0.2604 -2.3661  -0.896
C33 -3.3737 1.1283 -2.6359  0.265
C34 -4.7042 1.5294 -1.9774  -0.865
C35 -4.9096 1.1904 -0.4884  -0.984
C36 -3.8129 1.5617 0.5205  0.802
N3 -3.2107 2.8850 0.3598  0.211
C37 -3.8720 4.0274 0.2876  0.635
N4 -5.0805 4.1401 0.8501  -0.337
N5 -3.3037 5.0604 -0.3414  -0.358
C38 -2.2875 2.1456 -2.2387  -0.018
O1 -2.4961 3.3185 -2.5507  -0.797
O2 -1.3018 1.7391 -1.5302  -0.514
H30 -3.1330 -0.8746 -3.1552  0.300
H31 -3.4852 -0.6655 -1.5924  0.182
H32 -3.4878 1.2538 -3.7126  0.530
H33 -5.5198 1.0475 -2.5205  0.407
H34 -4.8201 2.6013 -2.1380  0.325
H35 -5.0748 0.1164 -0.3575  0.546
H36 -5.8541 1.6508 -0.1919  0.365
H37 -2.9732 0.8740 0.4387  -1.459
H38 -4.1998 1.4472 1.5362  0.657
H39 -2.2781 2.8832 -0.0427  -0.006
H40 -5.4011 3.4443 1.5004  0.190
H41 -5.5912 5.0042 0.8035  0.214
H42 -2.6778 4.8193 -1.1056  0.235
H43 -3.7850 5.9420 -0.3941  0.242
S1 -1.5872 -5.2717 -2.0917  -0.379
C39 -1.2959 -3.6996 -1.9129  0.326
N6 -1.0518 -2.5582 -1.7620  -0.945

Density functional theory data (the ωB97M-V functional and the def2-TZVPD basis) for a structure of composition C39H43ClP2PtSi2 in a non-equilibrium geometry.

Computed properties:
Relative energy (zero: lowest compared OMol25 entry of this formula, charge and spin) ... 194.1 kJ/mol
Multiplicity ... 3
HOMO level (spin up / spin down) ... -4.56 / -6.81 eV
Net charge ... 0
Expectation value of S² ... 2.03
F_max ... 0.0507 Eh/bohr
Lowest unoccupied orbital energy (spin up / spin down) ... 0.01387 / -0.00109 Eh
Frontier orbital gap (spin up / spin down) ... 4.936 / 6.779 eV

Last column: Mulliken charge in e.
CARTESIAN COORDINATES (ANGSTROEM)
C1 -2.2852 -0.6612 4.1590  -0.449
C2 -2.6896 -0.2034 2.8908  -1.449
C3 -2.0783 -1.0345 1.8819  -0.821
H1 -3.4123 0.5792 2.6967  0.464
C4 -1.2813 -2.0479 2.5948  -0.498
C5 -1.4479 -1.7806 4.0102  -0.847
H2 -1.1249 -2.4218 4.8225  0.476
H3 -2.6290 -0.2615 5.1123  0.458
H4 -2.3317 -1.1031 0.8286  1.219
H5 -0.8835 -2.9406 2.1264  0.675
Pt1 0.0391 -0.3004 2.0846  0.931
Si1 0.5630 0.1052 -0.6155  -0.764
C6 -0.3614 1.6772 -0.9263  1.476
C7 0.1682 2.7920 -1.6103  -0.775
H6 1.2178 2.8085 -1.9114  0.435
C8 -0.6649 3.8469 -1.9803  -0.492
H7 -0.2675 4.6331 -2.6238  0.389
C9 -1.9980 3.8881 -1.5639  -0.663
H8 -2.6476 4.7088 -1.8729  0.386
C10 -2.4874 2.8724 -0.7422  -0.582
H9 -3.5093 2.9169 -0.3577  0.436
C11 -1.6771 1.7772 -0.4258  -0.224
H10 -2.0861 0.9941 0.2226  0.313
C12 -0.3158 -1.4584 -1.0549  1.899
C13 -1.4964 -1.4309 -1.8167  -0.134
H11 -1.9777 -0.4772 -2.0579  0.264
C14 -2.0562 -2.6293 -2.2669  -0.829
H12 -2.9098 -2.5862 -2.9425  0.394
C15 -1.5455 -3.8591 -1.8551  -0.665
H13 -1.9826 -4.7900 -2.2274  0.386
C16 -0.4639 -3.8837 -0.9721  -0.636
H14 -0.0778 -4.8396 -0.6163  0.413
C17 0.1343 -2.6955 -0.5499  -0.974
H15 0.9525 -2.7316 0.1770  0.255
H16 1.2476 0.0346 0.8001  0.051
Si2 1.6196 0.0109 -3.8934  0.694
C18 1.0218 -1.5671 -4.6585  0.701
C19 0.3480 -1.5456 -5.9041  -0.319
H17 0.1524 -0.5936 -6.4024  0.318
C20 -0.0880 -2.7331 -6.5006  -0.617
H18 -0.6440 -2.6959 -7.4400  0.386
C21 0.1693 -3.9632 -5.8891  -0.517
H19 -0.1966 -4.8885 -6.3365  0.371
C22 0.8913 -3.9959 -4.6907  -0.442
H20 1.1015 -4.9538 -4.2092  0.378
C23 1.3285 -2.8156 -4.0858  -0.443
H21 1.8980 -2.8523 -3.1558  0.174
C24 0.6423 1.3793 -4.6841  0.232
C25 -0.7518 1.4672 -4.5714  0.267
H22 -1.2876 0.7668 -3.9285  0.119
C26 -1.4517 2.4668 -5.2533  -0.601
H23 -2.5295 2.5512 -5.1084  0.411
C27 -0.7759 3.3440 -6.1064  -0.562
H24 -1.3272 4.1164 -6.6444  0.368
C28 0.6106 3.2348 -6.2638  -0.577
H25 1.1453 3.9025 -6.9426  0.380
C29 1.3207 2.2693 -5.5463  -0.596
H26 2.4035 2.1757 -5.6562  0.340
H27 2.9830 0.2103 -4.4112  -0.432
Cl1 2.4149 0.0772 -1.7243  -0.611
C30 3.3320 -0.5629 3.1276  -1.165
P1 1.6429 -1.0640 3.5632  1.008
C31 1.7004 -2.8254 3.9165  -1.576
C32 1.2959 -0.1678 5.1244  0.094
C33 1.6513 -0.6838 6.3703  -0.923
C34 1.3637 0.0563 7.5234  -0.703
C35 0.6994 1.2832 7.4282  -0.685
C36 0.3249 1.7934 6.1825  -0.892
C37 0.6343 1.0754 5.0277  0.370
P2 0.1395 1.6174 3.3434  1.242
C38 -1.3133 2.6732 3.4942  -1.587
C39 1.4285 2.7244 2.7208  -1.045
H28 3.4586 -0.6787 2.0457  0.273
H29 4.0712 -1.1794 3.6573  0.475
H30 3.4884 0.4842 3.4133  0.358
H31 2.5073 -3.0198 4.6364  0.579
H32 0.7479 -3.1793 4.3263  0.313
H33 1.9060 -3.3647 2.9816  0.354
H34 2.1494 -1.6523 6.4428  0.327
H35 1.6581 -0.3336 8.4991  0.399
H36 0.4663 1.8536 8.3260  0.395
H37 -0.2036 2.7418 6.0989  0.418
H38 -0.9877 3.6775 3.8119  0.555
H39 -1.8148 2.7271 2.5177  0.194
H40 -2.0190 2.2654 4.2270  0.403
H41 1.3563 3.6757 3.2653  0.461
H42 2.4283 2.3074 2.8686  0.244
H43 1.2550 2.8905 1.6491  0.175

Density functional theory data (the ωB97M-V functional and the def2-TZVPD basis) for a structure of composition C39H43F6HfN3O6P4S2 in a non-equilibrium geometry.

Computed properties:
Relative energy (zero: lowest compared OMol25 entry of this formula, charge and spin) ... 1.1 kJ/mol
HOMO level ... -13.41 eV
Net charge ... +2
F_max ... 0.0209 Eh/bohr
Lowest unoccupied orbital energy ... -0.21664 Eh
Frontier orbital gap ... 7.518 eV

Last column: Mulliken charge in e.
CARTESIAN COORDINATES (ANGSTROEM)
Hf1 -0.3479 -0.0937 0.0310  2.976
N1 -1.7327 1.5000 1.5921  -0.646
C1 -3.1299 1.1642 2.0139  -0.747
C2 -3.3127 -0.3685 2.2557  -0.899
C3 -2.2081 -0.9336 1.4643  0.548
O1 -2.2592 -0.9705 0.1782  -0.683
O2 -1.0654 -1.0715 1.9774  -0.293
H1 -1.1754 1.4617 2.4361  -0.245
H2 -1.7046 2.4769 1.3137  0.113
H3 -3.8056 1.4807 1.2334  0.463
H4 -3.3832 1.7062 2.9207  0.575
H5 -4.2831 -0.6938 1.8901  0.501
H6 -3.1988 -0.6388 3.3009  0.346
N2 2.5533 1.3612 1.7544  -0.279
P1 1.3573 0.4255 2.4652  0.744
C4 0.7230 1.4279 3.8712  1.283
C5 1.5057 2.4418 4.4171  -1.121
C6 1.0680 3.1352 5.5347  -0.656
C7 -0.1522 2.8219 6.1265  -0.928
C8 -0.9285 1.7993 5.6042  -0.906
C9 -0.4899 1.1039 4.4828  -0.493
C10 2.3498 -0.7481 3.4567  0.969
C11 3.7063 -0.9052 3.2016  -0.855
C12 4.4802 -1.7162 4.0261  -0.743
C13 3.9011 -2.3784 5.0967  -0.773
C14 2.5390 -2.2307 5.3502  -0.838
C15 1.7681 -1.4185 4.5366  -0.221
P2 2.4004 1.9941 0.1671  0.601
C16 4.1032 2.6802 -0.0037  0.840
C17 4.5451 3.5937 0.9635  -0.743
C18 5.8336 4.0981 0.9155  -0.777
C19 6.6966 3.7170 -0.1085  -0.635
C20 6.2606 2.8379 -1.0857  -0.798
C21 4.9696 2.3185 -1.0290  0.011
C22 1.5388 3.6106 0.3326  0.112
C23 0.6500 3.9031 1.3628  -0.587
C24 -0.0077 5.1290 1.4070  -0.841
C25 0.2001 6.0646 0.4028  -0.813
C26 1.0691 5.7729 -0.6398  -0.632
C27 1.7332 4.5547 -0.6748  -0.923
H7 3.3330 1.6912 2.3076  0.633
H8 2.4613 2.7068 3.9807  0.274
H9 1.6853 3.9220 5.9525  0.488
H10 -0.4846 3.3626 7.0044  0.439
H11 -1.8670 1.5314 6.0749  0.510
H12 -1.0806 0.2664 4.1157  0.514
H13 4.1674 -0.4008 2.3609  0.384
H14 5.5408 -1.8256 3.8284  0.480
H15 4.5079 -3.0030 5.7423  0.437
H16 2.0831 -2.7393 6.1908  0.485
H17 0.7110 -1.3012 4.7540  0.405
H18 3.8693 3.9336 1.7425  0.282
H19 6.1641 4.8030 1.6701  0.460
H20 7.7019 4.1189 -0.1482  0.415
H21 6.9196 2.5552 -1.8990  0.463
H22 4.6439 1.6378 -1.7999  0.172
H23 0.5034 3.2024 2.1707  0.813
H24 -0.6640 5.3599 2.2381  0.550
H25 -0.3021 7.0240 0.4396  0.422
H26 1.2380 6.4986 -1.4261  0.495
H27 2.4184 4.3481 -1.4931  0.413
C28 1.4608 -2.0762 -3.2226  -1.669
P3 1.6586 -0.6809 -2.0265  1.011
C29 2.3478 0.5812 -3.1426  -1.445
C30 3.0237 -1.3905 -1.0365  1.082
C31 4.3703 -1.2493 -1.3449  -0.919
C32 5.3400 -1.9218 -0.6095  -0.880
C33 4.9643 -2.7664 0.4248  -0.926
C34 3.6215 -2.9407 0.7224  -0.798
C35 2.6453 -2.2572 0.0022  0.080
P4 0.8663 -2.5913 0.2360  1.474
C36 0.5976 -4.0477 -0.8493  -1.539
C37 0.7008 -3.3874 1.8542  -1.601
H28 2.3254 -2.7292 -3.1434  0.590
H29 1.4032 -1.6737 -4.2287  0.611
H30 0.5490 -2.6429 -3.0517  0.254
H31 3.1801 0.1643 -3.7062  0.651
H32 2.6556 1.4831 -2.6222  0.105
H33 1.5612 0.8425 -3.8520  0.538
H34 4.6766 -0.6402 -2.1840  0.421
H35 6.3875 -1.7973 -0.8579  0.493
H36 5.7158 -3.3063 0.9897  0.484
H37 3.3426 -3.6171 1.5231  0.284
H38 0.7756 -4.9370 -0.2491  0.524
H39 1.2934 -4.0415 -1.6791  0.532
H40 -0.4227 -4.0799 -1.2344  0.299
H41 1.3743 -4.2404 1.9187  0.774
H42 -0.3253 -3.7524 1.9247  0.520
H43 0.8782 -2.7076 2.6732  -0.047
F1 -2.6836 3.7752 -0.5515  -0.199
C38 -2.7898 2.8193 -1.4628  0.648
F2 -3.6092 3.1663 -2.4230  -0.210
F3 -3.2447 1.7071 -0.8692  -0.157
S1 -1.1187 2.4434 -2.1573  1.209
O3 -0.4536 1.7001 -1.0283  -0.101
O4 -0.5167 3.6774 -2.4857  -0.658
N3 -1.4446 1.5275 -3.3595  -0.576
S2 -1.4721 -0.0473 -3.3704  1.022
O5 -0.7163 -0.5752 -4.4507  -0.620
O6 -1.1869 -0.5937 -2.0284  -0.857
C39 -3.2243 -0.5446 -3.6947  0.548
F4 -4.0264 0.0356 -2.8195  -0.155
F5 -3.5470 -0.2065 -4.9155  -0.166
F6 -3.2558 -1.8595 -3.5405  -0.169

Going through the records in order, we get calculated total energy values of -4487.3434 -3239.5266 -3353.0574 -4936.3601 Ha.